Below is C10H10BBrF4Mo as an isolated structure, with properties calculated with ωB97M-V/def2-TZVPD.

Positions of all 27 atoms, in Å:
C1 -2.013 -0.849 -0.219
C2 -1.487 -1.312 1.045
C3 -1.134 -0.188 1.837
H1 -1.422 -2.328 1.355
C4 -1.672 0.963 1.207
C5 -2.151 0.577 -0.083
H2 -2.596 1.234 -0.809
H3 -2.253 -1.424 -1.112
H4 -0.640 -0.208 2.787
H5 -1.922 1.895 1.688
Mo1 0.031 -0.008 0.008
Br1 1.241 -2.179 -0.250
C6 2.320 0.702 -2.554
C7 1.266 1.494 -3.065
C8 0.276 0.622 -3.596
H6 1.216 2.575 -3.061
C9 0.724 -0.706 -3.415
C10 2.000 -0.657 -2.794
H7 2.637 -1.499 -2.569
H8 3.219 1.059 -2.071
H9 -0.651 0.925 -4.064
H10 0.192 -1.604 -3.697
F1 1.559 0.407 3.727
B1 0.587 0.192 4.728
F2 -0.409 1.214 4.601
F3 -0.105 -1.051 4.415
F4 1.187 0.153 5.961

For the relative energy (zero: lowest compared OMol25 entry of this formula, charge and spin), the calculation gives 337.34 kJ/mol. Its spin multiplicity is 3. The gap between HOMO and LUMO (spin up / spin down) comes out at 6.8 / 6.3 eV. The LUMO energy (spin up / spin down) comes out at -2.925 / -3.291 eV.


Below is C10H10BF2IrN2O5S as an isolated structure, with properties calculated with ωB97M-V/def2-TZVPD.

Positions of all 32 atoms, in Å:
Ir1 -0.010 -0.093 0.640
N1 1.118 -1.090 -0.773
C1 0.403 -1.670 -1.944
C2 -0.277 -0.545 -2.708
C3 -1.488 -0.025 -1.982
O1 -2.583 0.047 -2.442
O2 -1.314 0.372 -0.683
H1 1.863 -0.489 -1.119
H2 1.575 -1.830 -0.238
H3 -0.308 -2.406 -1.570
H4 1.133 -2.182 -2.571
H5 -0.599 -0.885 -3.689
H6 0.429 0.279 -2.858
F1 0.531 2.625 -0.296
B1 1.018 1.664 0.439
F2 2.170 1.769 1.049
O3 -0.702 -3.231 0.883
C4 -0.577 -2.593 1.894
N2 0.399 -1.555 1.993
S1 0.141 -0.650 3.346
O4 -0.398 0.587 2.660
O5 1.250 -0.450 4.200
C5 -1.143 -1.612 4.019
C6 -1.783 -1.481 5.234
C7 -2.739 -2.444 5.536
C8 -3.015 -3.490 4.658
C9 -2.346 -3.615 3.447
C10 -1.395 -2.660 3.136
H7 -1.555 -0.672 5.914
H8 -3.273 -2.380 6.474
H9 -3.763 -4.223 4.930
H10 -2.549 -4.427 2.764

Its total charge is +1. For the relative energy (zero: lowest compared OMol25 entry of this formula, charge and spin), the calculation gives 87.73 kJ/mol. Its spin multiplicity is 2. The gap between HOMO and LUMO (spin up / spin down) comes out at 8.8 / 7.4 eV. The LUMO energy (spin up / spin down) comes out at -4.715 / -6.292 eV.


Below is a 2-piece molecular cluster, C10H10BrNO3 overall, with properties calculated with ωB97M-V/def2-TZVPD.

Positions of all 25 atoms, in Å:
C1 -3.403 1.271 0.617
C2 -2.011 1.482 0.715
C3 -2.915 -0.871 -0.471
C4 -3.812 0.114 0.016
C5 -1.194 0.494 0.244
C6 1.526 -0.102 1.376
C7 2.461 -1.219 0.831
C8 3.016 -0.182 -1.287
C9 1.616 0.444 -1.233
C10 0.982 0.556 0.107
N1 -1.577 -0.621 -0.394
O1 -0.789 -1.465 -0.932
O2 3.534 -0.620 -0.018
O3 1.490 1.675 -0.429
Br1 -5.602 -0.221 -0.107
H1 -4.117 2.096 0.983
H2 -1.503 2.436 1.148
H3 -3.081 -1.696 -1.095
H4 0.713 -0.512 1.940
H5 2.265 0.641 1.830
H6 3.087 -1.655 1.638
H7 1.641 -1.963 0.268
H8 2.992 -1.036 -1.981
H9 3.732 0.609 -1.688
H10 0.948 0.349 -2.076

For the relative energy (zero: lowest compared OMol25 entry of this formula, charge and spin), the calculation gives 561.97 kJ/mol. Its spin multiplicity is 1. The gap between HOMO and LUMO (spin up / spin down) comes out at 9.0 / 9.0 eV. The LUMO energy (spin up / spin down) comes out at 0.295 / 0.295 eV.


Below is a 6-piece molecular cluster, C10H10Cl15N overall, with properties calculated with ωB97M-V/def2-TZVPD.

Positions of all 36 atoms, in Å:
N1 -2.461 1.266 -0.350
C1 -1.754 1.127 0.761
C2 -0.554 0.420 0.819
C3 -0.183 -0.299 -0.305
C4 -0.939 -0.188 -1.461
C5 -2.068 0.635 -1.449
H1 -2.112 1.586 1.673
H2 0.038 0.354 1.721
H3 0.693 -0.937 -0.312
H4 -0.652 -0.744 -2.340
H5 -2.698 0.667 -2.328
C6 3.806 -2.713 -0.864
Cl1 3.606 -1.502 -2.188
Cl2 5.540 -2.956 -0.587
Cl3 3.060 -4.222 -1.293
H6 3.376 -2.270 0.025
C7 4.430 0.491 2.707
Cl4 2.760 0.336 2.102
Cl5 5.550 -0.233 1.564
Cl6 4.515 -0.231 4.332
H7 4.660 1.545 2.774
C8 -0.307 2.266 4.680
Cl7 -0.454 3.268 3.260
Cl8 -1.606 1.086 4.740
Cl9 -0.299 3.255 6.161
H8 0.625 1.716 4.640
C9 0.579 -2.366 -5.957
Cl10 -0.752 -3.157 -5.107
Cl11 1.951 -3.439 -6.095
Cl12 1.026 -0.831 -5.129
H9 0.273 -2.054 -6.946
C10 -5.811 1.619 0.166
Cl13 -5.877 1.169 -1.529
Cl14 -6.488 0.370 1.247
Cl15 -6.695 3.146 0.448
H10 -4.778 1.820 0.420

For the relative energy (zero: lowest compared OMol25 entry of this formula, charge and spin), the calculation gives 0.00 kJ/mol. As for the SMILES: ClC(Cl)Cl.ClC(Cl)Cl.ClC(Cl)Cl.ClC(Cl)Cl.ClC(Cl)Cl.c1ccncc1. Its spin multiplicity is 1. The gap between HOMO and LUMO comes out at 10.1 eV. The LUMO energy comes out at 0.311 eV.


Below is C10H10Cl2O4Ti as an isolated structure, with properties calculated with ωB97M-V/def2-TZVPD.

Positions of all 27 atoms, in Å:
C1 -2.265 -0.925 -0.214
C2 -1.633 -1.116 -1.462
C3 -1.401 0.162 -2.019
H1 -1.352 -2.064 -1.890
C4 -1.849 1.136 -1.099
C5 -2.395 0.450 0.010
H2 -2.738 0.907 0.919
H3 -2.492 -1.698 0.496
H4 -0.942 0.361 -2.971
H5 -1.759 2.204 -1.200
Ti1 0.000 -0.001 -0.128
Cl1 0.158 -1.951 1.413
C6 2.349 0.120 0.140
C7 1.975 1.344 -0.457
C8 1.487 1.065 -1.741
H6 1.966 2.301 0.032
C9 1.577 -0.333 -1.951
C10 2.117 -0.914 -0.795
H7 2.236 -1.965 -0.608
H8 2.655 -0.013 1.162
H9 1.068 1.785 -2.425
H10 1.240 -0.867 -2.825
O1 -0.103 1.434 4.052
Cl2 0.000 -0.001 3.552
O2 1.293 -0.621 4.068
O3 -1.191 -0.799 4.067
O4 0.000 -0.001 1.872

Its total charge is -1. For the relative energy (zero: lowest compared OMol25 entry of this formula, charge and spin), the calculation gives 0.00 kJ/mol. Its spin multiplicity is 2. The gap between HOMO and LUMO (spin up / spin down) comes out at 5.8 / 5.8 eV. The LUMO energy (spin up / spin down) comes out at 2.618 / 2.618 eV.


Below is an isolated ion of composition C10H10ClN2O2P and charge +2, with properties calculated with ωB97M-V/def2-TZVPD.

Positions of all 26 atoms, in Å:
O1 -2.044 4.774 2.699
N1 -1.675 3.642 2.043
C1 -0.418 3.709 1.201
C2 0.111 2.371 0.399
C3 -0.776 0.962 0.557
C4 -0.177 -0.331 -0.295
C5 -0.665 -0.660 -1.838
C6 0.077 -1.970 -2.566
N2 1.142 -2.808 -1.843
P1 1.999 -4.203 -2.634
O2 3.723 -3.894 -2.337
Cl1 1.412 -5.959 -1.594
C7 1.569 -2.531 -0.388
C8 0.948 -1.276 0.503
C9 -2.142 0.948 1.463
C10 -2.552 2.389 2.204
H1 -1.393 4.840 3.481
H2 0.227 4.698 1.070
H3 1.098 2.354 -0.273
H4 -1.478 0.006 -2.372
H5 -0.187 -2.264 -3.691
H6 3.852 -2.961 -1.990
H7 2.370 -3.218 0.119
H8 1.287 -1.082 1.617
H9 -2.794 -0.019 1.572
H10 -3.515 2.483 2.892

Its total charge is +2. Its spin multiplicity is 1. The gap between HOMO and LUMO comes out at 7.2 eV. The LUMO energy comes out at -8.475 eV.


Below is C10H10CoF6N8O5S3 as an isolated structure, with properties calculated with ωB97M-V/def2-TZVPD.

Positions of all 43 atoms, in Å:
Co1 -0.642 -0.219 0.717
N1 -0.164 0.053 2.756
N2 -0.419 1.421 3.080
C1 -1.529 1.954 2.491
N3 -1.591 3.305 2.536
S1 -2.725 0.998 1.830
H1 -0.729 -0.521 3.374
H2 0.815 -0.122 2.962
H3 0.414 1.993 2.989
H4 -0.707 3.801 2.539
H5 -2.317 3.700 1.962
F1 3.474 -0.187 2.669
C2 3.943 0.007 1.422
F2 4.636 -1.077 1.066
F3 4.767 1.046 1.450
S2 2.532 0.229 0.248
O1 1.786 -0.984 0.439
O2 3.134 0.525 -1.010
N4 1.687 1.395 0.915
S3 1.925 2.939 0.721
O3 3.232 3.345 0.312
O4 1.322 3.608 1.854
C3 0.808 3.359 -0.685
F4 1.179 2.726 -1.785
F5 -0.450 3.039 -0.392
F6 0.867 4.680 -0.902
O5 -1.052 -2.412 1.028
N5 -1.223 -2.857 -0.180
C4 -0.164 -3.274 -0.902
C5 -0.325 -3.692 -2.207
C6 -1.578 -3.669 -2.795
C7 -2.649 -3.214 -2.042
C8 -2.449 -2.812 -0.742
H6 0.779 -3.203 -0.384
H7 0.550 -3.995 -2.763
H8 -1.714 -3.946 -3.830
H9 -3.635 -3.128 -2.474
H10 -3.204 -2.394 -0.093
N6 -3.321 -0.943 -4.708
C9 -2.321 -0.692 -4.171
N7 -1.135 -0.423 -3.663
C10 -1.004 -0.240 -2.386
N8 -0.803 -0.120 -1.246

Its total charge is -1. For the relative energy (zero: lowest compared OMol25 entry of this formula, charge and spin), the calculation gives 31.31 kJ/mol. Its spin multiplicity is 3. The gap between HOMO and LUMO (spin up / spin down) comes out at 7.1 / 6.4 eV. The LUMO energy (spin up / spin down) comes out at 2.598 / 2.599 eV.


Below is one molecule with the formula C10H10FN, with properties calculated with ωB97M-V/def2-TZVPD.

Positions of all 22 atoms, in Å:
C1 3.196 -0.019 -0.377
C2 2.558 1.212 -0.350
C3 2.433 -1.172 -0.457
C4 1.182 1.288 -0.378
C5 1.054 -1.106 -0.489
C6 0.397 0.127 -0.436
C7 -2.671 1.892 0.122
C8 -1.935 -1.328 0.888
C9 -1.958 -1.002 -0.525
C10 -1.043 0.262 -0.437
N1 -1.596 1.439 -0.364
F1 -3.199 -0.660 -1.004
H1 4.273 -0.076 -0.336
H2 3.140 2.121 -0.301
H3 2.916 -2.139 -0.488
H4 0.691 2.250 -0.360
H5 0.489 -2.024 -0.544
H6 -2.991 2.877 -0.177
H7 -3.275 1.356 0.847
H8 -2.561 -0.793 1.575
H9 -1.121 -1.903 1.277
H10 -1.547 -1.750 -1.208

For the relative energy (zero: lowest compared OMol25 entry of this formula, charge and spin), the calculation gives 211.23 kJ/mol. Its spin multiplicity is 1. The gap between HOMO and LUMO (spin up / spin down) comes out at 7.6 / 7.0 eV. The LUMO energy (spin up / spin down) comes out at -0.315 / 0.009 eV.


Below is a 2-piece molecular cluster, C10H10FNO3 overall, with properties calculated with ωB97M-V/def2-TZVPD.

Positions of all 25 atoms, in Å:
C1 0.396 1.216 2.545
C2 -1.731 2.058 1.911
C3 0.764 2.499 2.969
C4 -1.263 3.324 2.313
C5 -0.877 0.966 2.037
C6 -0.507 -1.648 2.021
C7 -0.155 -0.334 -0.420
C8 0.434 0.327 -3.118
C9 0.028 -1.024 -2.599
C10 -1.200 -0.416 1.512
N1 -0.101 3.532 2.846
O1 -0.976 -2.770 1.879
O2 0.768 0.394 -0.255
O3 -0.728 -0.907 -1.367
F1 -2.479 -0.620 1.133
H1 1.012 0.366 2.880
H2 -2.747 2.088 1.540
H3 1.717 2.791 3.249
H4 -1.890 4.223 2.043
H5 0.495 -1.360 2.526
H6 1.320 0.764 -2.722
H7 0.609 0.334 -4.232
H8 -0.352 0.948 -2.946
H9 0.710 -1.949 -2.553
H10 -0.838 -1.449 -3.252

For the relative energy (zero: lowest compared OMol25 entry of this formula, charge and spin), the calculation gives 454.66 kJ/mol. Its spin multiplicity is 1. The gap between HOMO and LUMO comes out at 8.4 eV. The LUMO energy comes out at -0.305 eV.


Number 1: electronic energy -93977.52333 eV, strongest force on any atom 2.8 eV/Å. Number 2: electronic energy -43530.52299 eV, strongest force on any atom 1.0 eV/Å. Number 3: electronic energy -88200.31602 eV, strongest force on any atom 5.5 eV/Å. Number 4: electronic energy -199858.08025 eV, strongest force on any atom 1.2 eV/Å. Number 5: electronic energy -66875.10820 eV, strongest force on any atom 10.2 eV/Å. Number 6: electronic energy -39386.90156 eV, strongest force on any atom 5.9 eV/Å. Number 7: electronic energy -119128.55433 eV, strongest force on any atom 0.3 eV/Å. Number 8: electronic energy -14736.45176 eV, strongest force on any atom 2.6 eV/Å. Number 9: electronic energy -20878.50418 eV, strongest force on any atom 6.0 eV/Å.